Here is a molecular structure, C6H12BCl6F6Hg2O2P in a non-equilibrium geometry from OMol25. Energies are from ωB97M-V with the def2-TZVPD basis set.

Structure (XYZ):
```
36
Properties=species:S:1:pos:R:3:forces:R:3
Hg -2.2655 -0.4281 -2.4592 0.5 0.7 -0.7
Hg -3.0565 -1.7309 2.9139 -1.2 -0.1 -2.0
B -1.1354 -0.7556 0.1307 2.4 1.0 -2.2
F -1.8761 0.2790 -0.2695 -1.8 3.6 0.0
F -1.4253 -1.6650 -0.8578 0.8 -3.4 -0.6
F 0.1742 -0.4438 0.2008 0.7 -0.3 0.3
F -1.6446 -1.1850 1.2777 -1.1 -1.9 4.7
O -4.4013 -2.0217 1.1497 0.5 0.4 0.2
P -4.8894 -1.7336 -0.2785 -2.4 -0.1 -2.0
O -3.9861 -1.1730 -1.3807 -1.9 -1.2 2.1
F -6.1919 -0.7825 -0.1946 2.6 -1.8 0.1
F -5.5985 -3.1205 -0.7404 1.7 2.9 0.9
Cl 0.6832 5.0612 -1.3439 0.6 -0.3 0.0
C 1.7439 3.6269 -1.3258 -0.6 -1.0 0.0
C 0.8730 2.3236 -0.9712 2.2 1.2 -0.4
Cl -0.6259 2.2698 -1.9898 0.0 0.0 0.2
H 2.5818 3.7586 -0.6413 -0.6 0.0 0.9
H 2.3463 3.5347 -2.2296 -0.9 0.0 -0.7
H 0.7438 2.3251 0.1111 -1.0 0.0 -0.2
H 1.4668 1.4430 -1.2162 -0.2 0.0 -0.2
Cl 0.9960 -3.7462 -3.5564 -0.3 -1.0 -0.9
C 1.7406 -2.9261 -2.2331 0.2 0.0 1.0
C 2.0134 -1.4936 -2.5877 1.0 -0.2 1.4
Cl 0.5314 -0.7094 -3.1394 -0.8 1.1 -0.9
H 2.6444 -3.4323 -1.8939 0.2 0.1 -0.4
H 1.0570 -3.0106 -1.3884 -0.1 0.3 0.0
H 2.8122 -1.3131 -3.3071 -0.5 -0.3 -0.6
H 2.3549 -0.9468 -1.7088 -0.3 0.0 0.2
Cl 3.5136 0.5187 4.7218 -1.8 0.0 -0.8
C 1.6759 0.5966 4.3774 0.9 0.7 0.3
C 1.2177 1.1758 3.0314 0.6 0.8 0.6
Cl 1.6769 2.9418 2.8826 0.1 -0.9 -0.1
H 1.3137 1.2610 5.1619 0.0 -0.1 0.0
H 1.2509 -0.3928 4.5466 0.3 -0.1 -0.2
H 0.1323 1.2731 3.0532 -0.1 -0.5 0.0
H 1.5524 0.6217 2.1544 0.1 0.2 0.1
```
Positions in Å, forces in eV/Å.

Summary:
HOMO level ... -15.078 eV
Energy relative to the best compared isomer or geometry (same formula, charge and spin) ... 258.9 kJ/mol
Gap between HOMO and LUMO ... 0.08372 hartree
Charge ... +2
Lowest unoccupied orbital energy ... -12.80 eV


Here is a molecular structure, C39H105B2FeN3O11 in a non-equilibrium geometry from OMol25. Energies are from ωB97M-V with the def2-TZVPD basis set.

Structure (XYZ):
```
161
Properties=species:S:1:pos:R:3:forces:R:3
Fe 0.2111 -1.0619 -1.8807 0.9 -0.5 -0.4
B 1.2907 -2.7759 -2.4425 0.6 -1.0 -0.2
H 0.2710 -2.9911 -2.1631 -4.1 -1.5 1.1
H 1.8679 -3.5919 -2.8490 1.8 -2.9 -1.1
H 1.2256 -2.0230 -3.2127 -0.2 3.1 -3.6
H 1.7555 -2.2530 -1.6211 2.1 1.5 3.3
B -0.4493 -0.7008 0.1043 -0.2 -0.2 1.1
H -0.9512 -1.6324 -0.1069 -1.9 -3.5 -0.6
H -0.7787 0.0238 -0.6241 -1.3 3.3 -2.5
H -0.6289 -0.4125 1.1284 -1.6 0.9 2.9
H 0.6188 -0.8537 0.1003 4.0 -0.5 -0.2
C -4.4133 1.0885 0.1869 0.2 0.3 0.0
C -3.7459 0.3140 1.3250 0.4 0.1 -0.3
C -4.5183 0.1902 2.6030 -0.8 -0.5 0.9
O -3.4874 -1.0008 0.8234 -0.3 -0.3 0.1
H -5.5004 1.1148 0.2625 0.0 0.0 0.1
H -4.1438 0.6126 -0.7559 0.0 -0.2 0.0
H -4.0342 2.1065 0.0975 -0.2 0.2 0.3
H -2.7738 0.7400 1.5733 0.0 0.4 -0.3
H -5.3734 -0.4745 2.4807 -0.2 0.1 -0.2
H -4.8945 1.1124 3.0459 0.1 0.3 -0.3
H -3.9392 -0.3080 3.3805 0.3 0.1 -0.1
H -2.5526 -1.1844 0.9423 0.3 -0.2 -0.2
C -6.5605 -1.9222 -1.3381 -0.5 -0.5 -0.2
C -6.4339 -2.8843 -0.1963 0.0 -0.1 0.5
C -5.3113 -3.8615 -0.4027 0.5 -0.4 -1.0
O -6.1795 -2.0987 0.9538 -0.8 -0.4 0.5
H -6.6457 -2.5302 -2.2388 0.3 0.5 -0.5
H -5.6949 -1.2633 -1.2685 0.0 0.1 -0.7
H -7.4839 -1.3564 -1.2148 0.1 0.2 -0.1
H -7.3639 -3.4478 -0.1209 -0.2 0.2 0.6
H -5.3582 -4.1440 -1.4544 0.2 -0.5 -0.1
H -5.3235 -4.7790 0.1857 -0.2 0.2 0.2
H -4.3451 -3.3728 -0.2776 0.0 0.1 0.2
H -5.3613 -1.6631 0.7041 0.6 0.2 0.5
C 5.6475 -0.3499 1.5393 -1.3 0.0 0.4
C 4.5946 0.4808 2.3882 3.4 0.1 0.5
C 5.3103 1.7304 2.9073 -0.2 0.4 1.1
O 3.5829 0.9386 1.6397 -2.1 1.0 -3.1
H 6.6137 -0.4186 2.0391 -0.2 -0.2 0.2
H 5.8387 0.0585 0.5470 -0.2 0.6 0.1
H 5.2235 -1.3340 1.3394 0.2 -0.3 0.2
H 4.1561 -0.1131 3.1901 0.6 -0.3 0.4
H 6.2145 1.5280 3.4815 0.0 0.0 0.0
H 4.6179 2.2967 3.5302 -0.1 -0.2 0.6
H 5.4967 2.5019 2.1603 0.4 -0.6 -0.6
H 2.7088 0.8774 2.0318 -0.6 -0.3 0.3
C -2.1220 4.3914 -2.3062 -0.8 0.1 0.6
C -2.7842 5.5489 -1.5691 -1.4 0.6 -1.2
C -3.2514 6.5841 -2.5805 -0.1 1.5 -0.1
O -3.9404 5.0806 -0.8453 0.9 -0.1 0.6
H -1.7482 3.7323 -1.5227 0.3 -0.4 -0.4
H -1.4032 4.6832 -3.0719 0.3 0.1 0.4
H -2.9608 3.9273 -2.8251 0.1 -0.4 -0.1
H -2.1265 6.0553 -0.8626 0.0 -0.3 0.2
H -3.6440 7.4978 -2.1343 0.4 0.1 0.7
H -4.1287 6.3724 -3.1917 0.2 -1.1 -0.3
H -2.4368 6.9134 -3.2256 0.0 -0.1 -0.2
H -4.7069 5.0360 -1.4216 0.1 0.1 -0.2
C -1.0907 0.4538 3.7705 0.5 0.1 0.1
C 0.0587 1.3382 3.1998 -1.7 0.2 1.3
C 0.7903 2.1376 4.2595 -0.1 -0.4 0.0
O 0.9224 0.5652 2.4542 1.4 0.0 0.2
H -1.9072 1.0677 4.1506 0.0 0.0 0.2
H -0.7224 -0.2198 4.5443 0.1 0.2 0.3
H -1.5194 -0.2338 3.0415 0.1 0.3 -0.3
H -0.4350 2.0847 2.5776 0.0 0.2 -0.5
H 1.1022 1.5459 5.1202 -0.1 -0.2 0.0
H 0.0972 2.9031 4.6084 0.3 0.2 0.1
H 1.6931 2.5546 3.8134 -0.1 0.4 0.0
H 0.3395 0.1609 1.8073 0.4 -0.5 -0.7
C -3.3214 -7.3069 -0.6946 -0.2 -0.7 1.4
C -2.8284 -6.5187 -1.8435 0.1 1.2 0.8
C -1.4288 -6.8874 -2.1986 0.8 -0.5 -0.5
O -3.6947 -6.6817 -2.9384 -0.1 0.3 -0.4
H -3.1479 -8.3615 -0.9083 -0.3 -0.2 0.2
H -4.3633 -7.1324 -0.4260 -0.1 0.0 -0.5
H -2.7846 -7.0409 0.2160 0.4 -0.1 0.0
H -2.7783 -5.4994 -1.4609 -0.6 0.6 -0.7
H -1.3809 -7.9743 -2.1323 0.5 -0.2 0.0
H -0.6707 -6.4258 -1.5659 -0.1 -0.2 0.2
H -1.1758 -6.6178 -3.2239 -0.1 0.2 -0.1
H -3.3217 -7.4423 -3.3899 -0.3 -0.1 -0.4
C 0.9398 -8.2034 1.2382 -0.2 1.4 -0.3
O 0.9551 -6.8185 1.4422 2.0 2.9 -0.8
C 1.9406 -6.0009 0.6561 -0.8 -0.4 0.5
C 1.7914 -4.5618 1.0311 -0.3 0.0 -1.2
N 2.3644 -4.2164 2.2651 0.0 0.7 1.5
C 1.9345 -2.8927 2.6844 1.2 0.7 0.4
C 2.4539 -2.5540 4.0457 1.3 0.1 0.2
O 1.9617 -3.4986 4.9722 1.9 -0.3 1.2
C 0.6422 -3.3063 5.2981 -1.5 1.3 -0.7
H 0.8584 -8.3028 0.1558 0.0 -1.0 -0.1
H 0.0070 -8.4246 1.7570 0.2 -1.1 -0.1
H 1.8401 -8.6406 1.6700 -0.1 -0.5 -0.1
H 1.8162 -5.9930 -0.4267 -0.8 -0.8 -0.2
H 2.9993 -6.2351 0.7684 0.0 -0.8 0.7
H 0.7487 -4.2635 0.9224 -0.5 0.0 0.1
H 2.3100 -3.9704 0.2765 0.1 0.0 -0.4
H 2.2481 -4.9253 2.9750 -0.3 0.1 0.2
H 0.8748 -2.6509 2.7663 -0.5 -0.6 -0.7
H 2.3760 -2.1612 2.0077 -0.2 0.1 -0.4
H 2.3683 -1.5015 4.3159 -1.6 0.3 0.2
H 3.5403 -2.4894 4.1064 0.4 -1.4 -0.2
H 0.0643 -3.6401 4.4363 -0.8 -0.1 0.3
H 0.4794 -2.2364 5.4278 -0.3 0.4 -0.2
H 0.2289 -3.6929 6.2297 0.8 -0.9 0.0
C -2.7082 -2.5280 -2.4994 -0.3 -0.3 -1.1
O -1.8713 -1.3681 -2.5268 -0.1 -1.2 2.2
C -2.2439 -0.4466 -3.4603 -0.2 0.9 -2.2
C -1.4607 0.8754 -3.3017 -0.6 -1.9 0.5
N -0.0086 0.5364 -3.2277 -1.4 2.4 0.5
C 0.6847 1.7409 -2.7084 2.1 0.3 -0.5
C 2.1591 1.3771 -2.4985 -0.1 -1.2 0.4
O 2.1772 0.1478 -1.7417 1.7 0.2 0.9
C 3.5384 -0.3528 -1.3602 -0.6 0.6 -1.1
H -2.7416 -2.9988 -3.4819 0.3 0.1 -0.5
H -3.7506 -2.2571 -2.3315 0.1 0.1 0.6
H -2.3421 -3.3435 -1.8757 0.2 0.8 0.6
H -3.3120 -0.2306 -3.4871 -0.3 0.0 0.4
H -2.0443 -0.9543 -4.4040 0.1 0.5 -0.8
H -1.7757 1.2581 -2.3309 0.3 0.2 0.1
H -1.7560 1.6026 -4.0580 0.3 0.0 -0.2
H 0.3366 0.4511 -4.1731 0.1 -0.5 -0.2
H 0.3278 2.2577 -1.8175 -0.7 -0.9 0.2
H 0.7000 2.5098 -3.4808 -0.2 0.3 -0.2
H 2.7231 2.1633 -1.9966 -0.2 0.0 0.2
H 2.6178 1.1824 -3.4679 0.2 0.0 -0.3
H 4.1728 0.4241 -0.9334 -0.5 0.2 0.3
H 4.0510 -0.6831 -2.2636 -0.2 -0.1 -0.3
H 3.4996 -1.2161 -0.6957 -0.6 0.4 0.0
C 5.0003 3.7836 -1.3939 0.7 0.7 0.3
C 3.9804 4.9008 -1.1451 0.1 -0.6 -0.4
C 3.1235 5.0899 -2.4181 -0.7 0.8 -0.5
C 1.8866 5.9687 -2.2145 1.0 -0.1 0.7
C 1.0716 5.2937 -1.1277 0.0 1.3 0.5
C 1.8482 5.1440 0.2136 -0.8 -1.2 0.0
N 3.0759 4.3679 -0.0809 -1.2 1.1 -1.6
O 3.7160 3.9495 1.0814 0.4 0.5 0.2
C 2.0317 6.4207 1.0965 0.0 -0.4 -0.7
C 0.9031 4.2225 1.0803 1.2 0.7 -0.1
C 4.7678 6.2144 -0.8166 -0.2 -0.7 0.6
H 5.7683 4.2293 -2.0260 0.1 -0.4 -0.4
H 4.6184 2.8432 -1.7913 -0.2 0.3 -0.2
H 5.5083 3.5432 -0.4599 0.0 0.0 0.1
H 3.6614 5.6012 -3.2164 0.7 -0.3 0.1
H 2.6942 4.1909 -2.8604 0.6 -0.6 0.3
H 1.4112 6.1360 -3.1810 -0.4 -0.2 0.1
H 2.2689 6.9369 -1.8910 -0.4 0.3 0.2
H 0.7191 4.3186 -1.4639 0.2 -0.1 0.1
H 0.1793 5.8651 -0.8724 -0.2 0.1 -0.1
H 2.4820 7.3091 0.6537 0.0 -0.2 -0.4
H 1.0391 6.7046 1.4461 0.1 0.1 0.3
H 2.6762 6.1416 1.9300 -0.2 0.0 0.2
H 1.3932 4.2237 2.0539 -0.6 -0.2 0.3
H -0.0943 4.6619 1.0965 0.0 0.1 0.3
H 0.8077 3.1901 0.7437 0.3 0.0 -0.3
H 4.1100 7.0788 -0.7266 0.1 -0.1 0.3
H 5.5815 6.4989 -1.4839 -0.3 -0.4 -0.6
H 5.3104 5.9971 0.1034 -0.3 0.4 0.4
H 3.5650 3.0032 1.0237 0.2 -0.7 0.5
```
Positions in Å, forces in eV/Å.

Summary:
HOMO level (spin up / spin down) ... -8.223 / -8.191 eV
Gap between HOMO and LUMO (spin up / spin down) ... 0.30235 / 0.30054 hartree
Multiplicity ... 5
Lowest unoccupied orbital energy (spin up / spin down) ... 0.00 / -0.01 eV
Expectation value of S² ... 6.01


Here is a single C5H6OS molecule in a non-equilibrium geometry from OMol25. Energies are from ωB97M-V with the def2-TZVPD basis set.

Structure (XYZ):
```
13
Properties=species:S:1:pos:R:3:forces:R:3
C 0.2086 1.4897 0.0050 -0.1 0.3 0.7
C 1.4524 1.0163 0.0207 -1.1 -1.1 -1.0
C -0.8911 -0.8895 -0.2104 0.1 0.0 -0.1
C 0.4518 -1.6517 -0.0728 -0.4 2.9 1.5
C -1.0536 0.6640 0.0455 0.0 -1.4 1.7
O -1.8315 -1.6421 -0.3206 -0.3 1.0 -0.2
S 1.9971 -0.6526 -0.3572 -0.7 0.1 0.6
H 0.1585 2.6079 0.0213 -0.4 -1.1 0.2
H 2.1813 1.7800 0.0212 1.3 0.2 0.0
H -1.8183 1.1235 -0.5569 -0.4 -0.3 -0.5
H 0.3295 -1.9721 0.9798 0.7 0.0 -0.3
H 0.3575 -2.4963 -0.6874 0.3 -1.0 -1.0
H -1.5421 0.6230 1.1117 1.0 0.4 -1.6
```
Positions in Å, forces in eV/Å.

Summary:
HOMO level ... -8.496 eV
SMILES ... O=C1CC=CSC1
Energy relative to the best compared isomer or geometry (same formula, charge and spin) ... 98.2 kJ/mol
Gap between HOMO and LUMO ... 0.33777 hartree
Lowest unoccupied orbital energy ... 0.70 eV